Record 1
46
Properties=species:S:1:pos:R:3:forces:R:3 method="wB97M-V/def2-TZVPD" s2=3.774 multiplicity=4 gap_ev="7.9 / 8.2"
H 1.74876 -2.40338 -2.55561 0.1 0.0 -0.2
H 1.43035 -0.82618 -3.32686 0.1 -0.1 0.3
F 1.01288 3.73442 2.82217 -0.8 -0.9 0.4
P 1.90744 -0.62910 -0.93254 -0.1 1.1 -0.8
H 3.46332 -0.94001 0.88542 0.1 -0.1 -0.2
H -3.44476 -2.80188 -3.54829 0.0 0.1 0.3
C 3.32608 -1.39352 -0.10228 0.1 -0.2 0.1
H 4.23677 -1.27552 -0.70614 -0.2 -0.1 0.2
F -1.02758 3.29110 3.52135 1.0 -0.4 -0.2
H 3.09987 -2.45958 0.01974 0.2 0.1 0.1
H -1.23614 -0.11009 -4.15497 -0.1 -0.3 0.1
H 2.60870 3.16909 -3.24674 -0.2 -0.1 -0.1
C -0.78755 2.81127 -3.44531 -0.4 -0.4 0.2
H 0.63440 4.04598 -4.49073 -0.1 -0.1 0.2
C -1.53503 -1.10776 -3.81109 0.5 -0.1 -0.3
C 0.15847 1.23749 -1.90163 -0.9 -0.5 1.6
C -3.21830 -2.31304 -2.59311 0.0 -0.2 0.3
C 2.55227 1.06684 -1.37482 0.1 -0.2 0.6
F 0.62156 1.88179 3.97088 -0.4 0.8 -0.5
H 3.10554 -1.29334 -2.92776 -0.2 -0.1 0.1
H 2.72992 1.59785 -0.42104 0.1 -0.1 -0.5
C -2.30892 1.26630 -2.08583 -0.3 0.0 0.6
O -1.27756 1.36131 1.58228 0.9 0.6 -0.1
H -2.68625 1.85859 -1.22744 0.2 -0.1 -0.3
V -0.39852 0.24567 -0.03306 2.3 0.4 -0.5
C 0.49209 3.27030 -3.74047 0.3 0.1 0.2
H 3.49218 0.99227 -1.94330 -0.2 0.0 0.2
H 0.14245 -1.20994 1.58041 -0.3 -0.1 -0.1
H -3.02970 1.40880 -2.90832 0.1 -0.3 0.4
C 2.05827 -1.35485 -2.60288 0.0 -0.4 0.0
H -3.28736 -0.35432 -1.05673 0.6 -0.1 0.1
C 0.11349 2.74215 3.04011 -0.2 0.3 0.0
H -1.87714 -1.69571 -4.67546 0.1 0.2 0.2
H -0.36426 -1.61726 1.17985 0.1 0.2 0.2
H -2.56327 -2.98497 -2.00625 -0.1 -0.1 -0.1
H -1.66152 3.26226 -3.92354 0.3 -0.1 0.0
H -1.49648 -0.69910 -1.09319 -0.5 -0.3 -0.5
C -0.96500 1.77666 -2.50308 0.9 0.9 -0.8
C -0.14575 1.91346 1.75218 0.5 -0.2 -0.2
N -2.60418 -1.03709 -2.85034 -0.3 0.2 0.3
H -0.63238 -1.61073 -3.40912 -0.2 0.1 0.0
O 0.86142 1.74082 1.00686 -1.5 -0.4 0.7
H -4.14935 -2.16710 -2.02823 0.2 -0.1 -0.2
C 1.61121 2.76415 -3.06748 -0.1 -0.5 0.1
C -2.36665 -0.23790 -1.65446 -1.5 0.5 -1.6
C 1.43660 1.71742 -2.14956 0.0 0.7 -0.6

Record 2
52
Properties=species:S:1:pos:R:3:forces:R:3 method="wB97M-V/def2-TZVPD" s2=0.762 charge=-2 multiplicity=2 gap_ev="3.6 / 7.1" e_above_lowest_kj_mol=27.62
Si -0.94354 0.25582 -2.14423 0.2 0.2 -0.1
C -5.33392 -1.14470 -1.30023 -0.1 0.0 -0.1
H -4.45163 -2.00243 0.44436 0.0 0.0 0.0
N 4.59516 -0.37395 0.10020 -0.6 0.0 -1.4
F 1.66304 3.75234 2.48668 0.0 0.0 -0.1
F -0.46226 4.30584 1.80427 0.0 0.0 -0.1
C 4.99468 -0.37993 1.42156 2.1 -0.1 0.6
H -0.55443 -1.59412 -3.81429 0.0 -0.1 0.0
H -0.98992 -3.56641 -0.65719 0.0 0.0 -0.1
C 2.70455 -0.47164 2.05760 2.7 0.1 1.3
H 6.55700 -0.32853 -0.56099 0.0 0.0 0.0
C 4.07188 -0.40948 2.42797 -2.6 0.0 0.0
C -1.87012 -0.70943 2.03654 -0.1 -0.3 -0.2
F 0.80991 2.12355 3.85740 -0.1 0.1 -0.1
C 3.25506 -0.34740 -0.20895 -0.2 -0.1 1.0
H -1.36920 2.45166 -3.32253 0.0 0.0 0.0
C -1.18073 -3.15640 0.33427 -0.2 0.3 0.1
H 0.80547 -0.27980 2.59071 0.2 0.1 0.0
C 5.55370 -0.23176 -0.97684 -0.4 0.1 0.3
H 4.35628 -0.37014 3.46718 0.0 0.0 0.1
C -2.77068 -0.24613 -1.93234 0.2 0.0 0.0
Si -1.39577 -1.24856 0.26869 0.1 0.0 0.3
H -2.09444 -3.61845 0.72370 0.0 0.0 0.0
H -1.17052 -1.08374 2.78466 0.1 -0.1 0.0
C -0.37633 -0.51808 -3.81032 -0.2 0.2 0.2
C -4.27157 -1.42990 -0.46038 0.0 0.0 0.1
H 0.11122 2.54221 -2.35866 0.1 0.0 0.0
H -0.91710 -0.07858 -4.65424 -0.1 0.0 -0.1
C -0.90968 2.15993 -2.37143 -0.1 -0.3 -0.2
C -3.84748 0.03560 -2.77225 0.0 0.0 -0.1
H -2.85436 -1.12033 2.28845 0.0 0.0 0.0
C -2.98461 -0.98291 -0.76021 0.2 0.0 0.0
H -1.44518 2.65116 -1.55977 0.0 0.0 0.1
H -5.95616 -0.17610 -3.11507 0.0 0.0 0.0
O 2.86279 -0.12559 -1.36317 0.0 0.0 -0.8
N 2.33775 -0.56365 0.77287 -0.5 0.2 -1.6
C -5.12158 -0.40635 -2.46081 -0.1 0.0 0.0
N 1.71204 -0.49158 2.99337 -1.1 -0.3 0.6
H 1.87610 0.10696 3.78913 0.0 0.0 -0.1
H -1.91415 0.37285 2.13882 0.0 0.1 -0.1
Pd 0.49988 -0.27376 -0.48090 0.2 -0.4 -0.1
H 5.38264 -1.01402 -1.71773 0.1 0.1 -0.1
H -3.69218 0.61072 -3.68053 0.0 0.0 0.0
H -6.33366 -1.48807 -1.05417 0.0 0.0 0.0
F 0.29175 2.13165 1.59098 0.0 0.4 0.5
H 6.06006 -0.35291 1.59627 0.0 0.0 -0.1
H -0.35271 -3.44323 0.98185 0.1 0.1 0.1
H 0.69007 -0.35824 -3.96907 0.1 0.0 0.0
F 0.05458 4.27660 4.03431 0.0 0.1 0.0
H 5.44641 0.74587 -1.45409 0.1 0.0 -0.1
F -1.30489 2.65224 3.16130 0.0 0.0 -0.1
P 0.17678 3.21127 2.80724 0.0 -0.4 0.1

Record 3
54
Properties=species:S:1:pos:R:3:forces:R:3 method="wB97M-V/def2-TZVPD" charge=+3 gap_ev=6.0 e_above_lowest_kj_mol=0.00
O -0.43127 -2.37848 -3.74247 0.0 -0.9 0.3
C 2.94612 -0.95757 -1.83392 -0.3 -0.4 0.1
C 1.21746 2.14610 -1.28567 0.8 0.6 0.0
P 2.31335 -0.28820 -0.27407 1.6 0.8 -1.3
F -1.91446 -2.35116 1.99669 0.1 0.7 0.6
H 2.71975 2.07642 0.23938 0.0 -0.3 -0.3
H -0.08564 -3.26987 -3.48378 -0.3 1.0 -0.5
F -0.98203 1.18654 3.76694 0.7 -0.8 0.1
H 0.42563 4.65686 -3.42237 -0.1 -0.1 0.1
C 2.43262 1.50924 -0.66817 0.1 0.7 0.3
F 1.98753 -1.57102 3.11067 -0.9 -0.3 -0.1
H 4.54835 -0.13433 0.60337 -0.2 0.0 -0.2
C -2.39380 1.32815 -1.64561 0.1 0.3 -1.1
C -0.30549 -0.96643 3.04318 -0.1 0.2 0.8
O -0.11101 -0.36431 1.78453 -0.1 -0.1 -2.5
H -3.83999 -1.34079 -1.02517 -0.1 0.1 0.2
H -3.04371 1.45766 2.04446 0.0 0.3 -0.2
H 3.32439 0.18820 1.86765 0.1 -0.3 -0.2
H -3.92096 2.21331 0.66525 0.1 -0.2 0.0
Ti -0.14459 -0.23233 0.00350 0.0 -0.2 3.1
C -1.06409 2.07147 -1.79208 -1.1 0.2 -0.4
O 1.97384 -4.02570 -1.99042 -0.1 -0.2 0.8
H 1.66459 -4.25865 -1.08800 0.5 -0.3 -0.9
H 3.26110 1.58956 -1.40049 -0.3 0.1 0.5
H -3.99912 -1.26079 0.75713 -0.1 0.1 -0.3
F -2.68250 -0.64380 3.14755 1.0 -0.9 -0.3
C -3.94409 -0.66710 -0.16554 0.1 -0.7 0.0
C -0.13789 0.17154 4.07228 0.2 1.4 2.2
C 0.29882 3.80266 -2.76263 -0.2 -0.1 0.3
H 3.63716 -1.49384 1.32110 0.1 0.2 0.0
H -4.85656 -0.06978 -0.26946 0.2 0.0 0.0
N 0.00490 1.57695 -1.11905 0.0 -1.3 0.5
F 0.58040 -3.02329 2.29518 0.0 0.7 0.3
F 1.12247 0.66189 4.00982 -1.1 -0.4 -0.1
H -2.19356 2.59830 0.93591 -0.2 -0.2 0.1
C -1.70792 -1.60128 3.12038 -2.2 -0.9 0.9
H 2.28175 -0.61886 -2.64213 0.2 -0.2 0.1
C 3.57917 -0.44607 1.00721 -0.3 -0.5 0.5
F 0.68705 -2.67241 4.46182 -0.3 1.1 -1.6
H -2.51767 0.61944 -2.50258 0.0 0.6 0.5
F -0.38748 -0.23415 5.34697 0.3 0.3 -2.1
C 1.37392 3.30352 -2.03070 0.3 -0.1 -0.2
C -0.94332 3.17541 -2.63265 -0.4 -0.3 0.2
F -1.87553 -2.38876 4.20514 0.5 1.2 -1.7
H 2.58195 -4.73918 -2.26742 -0.4 0.3 0.2
C -2.95970 1.81466 1.01262 0.5 -0.3 0.5
H 3.94693 -0.53482 -1.97693 -0.1 -0.2 0.0
H -3.20944 2.07203 -1.66275 0.2 -0.4 -0.3
C 0.74051 -2.07526 3.25230 1.8 -1.7 1.0
P -2.52399 0.42206 -0.08063 -1.2 1.3 -0.6
H -1.84606 3.53000 -3.15667 0.7 -0.2 0.2
H -0.98655 -2.53394 -4.53279 0.4 0.0 0.5
H 2.37176 3.75928 -2.07424 -0.5 -0.2 -0.1
H 2.96166 -2.05584 -1.79958 0.0 0.2 -0.2

Record 4
48
Properties=species:S:1:pos:R:3:forces:R:3 method="wB97M-V/def2-TZVPD" smiles="CC[C@@H](F)N1C(NP(O)(O)=S)=[NH+]C[C@H]1CCC(=O)Nc1ccccc1" charge=+1 gap_ev=6.5
H -3.56528 1.24188 -1.33070 0.0 0.1 -0.8
P -1.65540 1.25236 -2.54066 -0.5 5.5 -0.2
C 0.58872 4.35761 1.08327 1.3 -2.6 0.0
H 0.89989 -4.15178 -1.88256 -1.1 1.4 -0.2
O -3.32392 1.55213 -2.23880 3.3 -1.8 0.8
C -2.12063 0.02369 1.80687 0.0 -0.6 0.7
F -3.23913 -1.18452 -0.92619 2.0 -0.4 0.6
C 1.73521 -1.84163 -0.14006 -1.1 -0.2 0.7
N -0.81843 -2.81742 -2.57168 0.5 3.1 -1.1
H -3.13993 0.48344 2.05784 1.6 -0.5 -0.5
C 2.77200 2.98433 0.34706 -3.1 0.1 1.7
C 0.51704 -3.08318 -1.95860 0.3 1.7 1.3
C 1.93746 -1.83575 1.45325 0.9 0.3 -0.5
C 0.24807 -2.34044 -0.52428 2.2 -2.2 -0.5
N -0.81369 -1.32185 -0.76793 -0.8 0.4 -2.9
C 2.24227 1.73230 1.14536 -2.1 3.6 -0.6
C 2.65475 -0.52971 2.02792 0.1 -0.5 3.7
N -1.40424 -0.43089 -3.08910 0.3 -1.8 2.9
H 0.97759 -2.02223 2.05167 1.3 0.5 -0.9
H 2.63815 -2.72206 1.70388 -1.1 1.6 -0.2
H -1.54308 0.64627 1.04489 -0.8 -0.9 1.0
H -1.01265 3.21174 2.38650 1.8 -0.3 -0.8
C -2.34149 -1.50494 1.34600 -0.6 0.6 -0.3
C -0.00072 3.13107 1.85629 4.2 0.3 -2.5
N 3.12202 0.54223 1.12356 -0.9 0.6 1.6
H 0.44461 0.92708 2.43164 1.0 1.5 -0.9
H 1.90189 -0.83412 -0.64840 -0.1 -1.2 0.9
H 2.35319 5.17810 -0.25081 -0.8 -1.4 1.0
H -0.92630 -3.09983 -3.55651 0.1 0.4 0.5
H -2.19036 -2.91376 -0.36619 -0.3 1.7 -0.1
H 2.47022 -2.60889 -0.58972 -1.2 1.3 0.6
C 0.87254 1.82473 1.86263 0.7 2.2 -1.2
C -1.04905 -1.40684 -2.23916 0.6 -3.3 0.4
C -2.13345 -1.77010 -0.21577 -1.2 -1.6 2.3
S -1.06303 2.52197 -3.91429 -0.7 -1.8 0.8
H -1.52790 -0.00623 2.79936 -0.9 0.2 -1.6
C 1.94304 4.28559 0.32470 -0.8 -3.5 1.9
H -3.44661 -1.75899 1.57104 1.8 0.1 -0.6
H 4.01752 0.87692 1.53849 -0.7 -0.4 -0.4
H 1.33643 -2.41055 -2.42173 -1.3 -1.4 0.2
H -0.11134 -3.15102 0.19567 0.3 1.3 -0.7
H 3.78112 2.88784 -0.20205 -1.9 0.3 1.0
H -1.54335 -0.72664 -4.07491 0.1 0.9 0.7
H 0.03166 5.35722 1.04684 0.8 -1.8 0.2
O 2.84452 -0.47117 3.27285 -0.5 -0.1 -4.6
H -0.89146 2.54928 -0.85936 0.0 -0.5 -0.5
O -0.75641 1.61044 -1.13134 -2.0 -2.1 -1.7
H -1.71206 -2.23367 1.96322 -0.7 1.0 -1.1

Record 5
47
Properties=species:S:1:pos:R:3:forces:R:3 method="wB97M-V/def2-TZVPD" charge=+1 gap_ev=6.2
P -4.24583 -2.59877 -0.88496 -2.0 0.8 0.8
Li -2.77141 0.75199 -2.47779 0.1 -0.2 0.6
H 5.02981 -1.16045 -1.87628 -2.6 0.1 0.4
H -0.04963 -1.50266 -2.01051 -2.3 0.5 -0.2
H 0.53953 -0.80398 1.81218 1.5 0.8 1.9
H 4.19866 1.97331 -2.41142 -1.9 -1.6 -0.1
H -3.80732 -2.92064 -2.21945 0.5 0.1 1.1
H 0.51394 2.38075 -0.30742 -0.1 -2.5 -0.4
C 3.55874 -2.14622 -0.34245 0.4 0.4 -0.1
C -0.85635 2.55435 2.11674 -0.5 -0.4 -0.1
S -6.17141 -2.13363 -0.98451 1.2 0.0 -0.1
C 3.87151 -1.09407 -1.60103 0.3 -1.4 0.5
C 3.33743 1.14689 -2.42125 1.3 0.5 -0.5
H 4.16031 -3.15224 -0.51454 -1.3 2.2 0.2
C 1.91505 1.96128 -2.43298 1.0 0.5 -1.0
C 0.50928 1.22284 -0.59828 -0.3 1.2 1.3
H 2.04938 2.95283 -1.79556 -0.6 -2.2 -1.1
H 1.58692 -1.17602 3.39146 -0.7 1.8 -1.3
O 0.73626 1.16893 -2.05012 0.6 0.4 1.5
C -0.93040 0.62781 -0.09135 -3.6 0.0 2.4
H 3.54308 0.51091 -3.40363 -0.9 1.3 2.0
H 1.34183 0.72600 0.05678 -1.4 0.7 -1.6
N -5.07751 -0.70359 2.03653 3.9 2.3 -0.8
C -3.02517 0.78355 1.94796 0.0 -0.6 -0.3
C -1.58701 1.31580 1.28045 -0.9 -1.6 -1.2
O 3.56877 0.30635 -1.23666 -0.7 -0.9 -1.8
S -5.15274 0.41440 3.41573 4.3 -0.8 -4.4
O 0.51514 2.16895 2.48914 -2.1 -0.7 -0.2
H -0.50375 0.69002 3.82083 2.0 0.7 -1.3
C -3.22229 -1.15120 -0.13088 2.9 2.6 0.8
H -1.44373 -0.75718 -3.07276 0.7 -1.4 1.7
H 3.18140 -1.47739 -2.48906 1.6 1.0 1.6
H 2.41391 -2.39100 -0.29854 2.2 0.5 0.0
H -0.88400 3.52895 1.44388 0.6 -2.1 1.3
C 0.54493 0.97021 3.34249 1.2 -1.1 1.9
H -1.67036 -2.45943 -2.21960 0.8 2.3 0.4
H 1.73452 2.29554 -3.56478 0.4 -0.7 2.5
C -3.82745 -0.44814 1.22196 -0.3 2.0 2.5
C 1.27258 -0.34192 2.63340 -0.5 0.6 -1.4
C -1.21556 -1.38937 -2.08651 0.2 0.4 0.3
H 2.21722 0.03066 2.01597 -1.9 -0.8 1.6
H 3.90403 -1.70873 0.69706 -0.7 -0.8 -2.2
H 1.24181 1.24340 4.27165 -1.5 -0.4 -2.0
H -1.46806 2.82880 3.09526 1.0 -0.9 -2.1
N -3.65741 1.33995 3.22242 -0.3 -3.8 -4.8
H -4.13939 -3.77547 -0.02593 0.8 0.9 -0.8
C -1.77924 -0.60234 -0.76365 -2.1 0.2 2.5

Record 6
44
Properties=species:S:1:pos:R:3:forces:R:3 method="wB97M-V/def2-TZVPD" charge=-1 gap_ev=7.0 e_above_lowest_kj_mol=0.00
O -2.58295 -2.51538 1.02675 0.0 0.3 -1.3
H -0.42321 -1.36147 1.39329 0.5 -0.3 -0.3
H 4.26153 -2.20115 -1.32752 0.0 0.0 0.0
H -3.30681 -0.15588 -1.91610 -0.1 0.1 0.3
H 3.38813 -0.42930 0.19240 0.0 0.0 0.0
H -4.14939 1.80554 -1.52931 0.1 -0.3 0.5
C 6.30935 -1.68820 -0.91572 0.2 0.1 0.1
H -0.06007 2.12453 1.16260 -0.4 -0.2 -0.4
C 4.93607 -1.55259 -0.78381 0.0 0.0 0.0
H -1.20516 3.30891 0.48415 0.3 -0.6 0.0
H -3.84217 -2.10506 -1.16268 -0.1 0.5 0.5
O 0.99760 -0.14289 -0.88575 -0.6 -0.4 0.5
H 0.39118 2.29432 -1.20388 -0.6 -0.3 -0.1
C -0.93831 2.22384 0.49285 -0.9 -0.1 -0.4
H -1.05321 -0.37428 -0.62635 0.1 0.7 -0.2
H -2.14033 1.73099 2.19481 -0.1 -0.2 -0.7
C 6.70991 0.02387 0.53006 0.2 -0.1 -0.1
C -2.17306 1.48045 1.10572 0.5 0.7 0.8
C -4.11185 -1.29229 -0.44762 0.6 -1.3 0.1
H -1.31188 2.20528 -1.70055 0.2 -0.4 0.5
H 7.45406 0.63313 1.03307 -0.1 0.0 0.0
C 5.35627 0.24035 0.73515 0.0 -0.1 0.0
H 6.73415 -2.44786 -1.56353 -0.1 0.0 0.0
H -5.22471 -1.24353 -0.43731 0.5 0.4 0.1
H -4.26782 1.90795 1.43876 0.5 0.0 -0.5
C -3.54738 -1.70275 0.96118 0.6 -0.8 1.0
C 0.88240 -1.43914 -0.36614 -0.2 0.5 2.0
H -5.22531 0.94744 -0.40585 0.6 0.2 0.0
H 0.87294 -2.57698 1.53005 0.0 0.6 -0.4
C -0.58542 1.80062 -0.96760 1.1 0.0 0.6
N -3.43356 -0.07312 -0.91058 -0.9 0.1 -0.5
O -4.03999 -1.19427 1.98568 -1.0 1.0 -0.3
H -3.48491 3.07314 0.34892 0.0 -0.7 0.0
C -4.15132 1.16992 -0.61119 -0.1 0.6 -0.3
H 1.23673 -0.76513 1.66050 -0.2 -0.6 -0.1
H 5.01751 1.02054 1.40406 0.0 0.0 0.0
C 4.45436 -0.56706 0.06115 -0.2 0.0 0.1
C -0.36496 0.28231 -1.19388 -0.6 0.2 -0.7
C -3.55286 1.98379 0.58843 -0.1 -0.4 0.4
H -0.56320 0.07364 -2.27344 0.3 0.0 0.7
C 0.64778 -1.56398 1.15674 -0.1 1.2 -0.2
N 7.19807 -0.92076 -0.27781 -0.3 0.0 0.0
H -2.06015 0.37891 1.06983 -0.3 0.7 -0.1
O 0.95199 -2.39636 -1.04947 0.4 -1.0 -1.4